Density functional theory data (wB97M-V/def2-TZVPD) for C32H34BrF2N4OTi as an isolated structure.

XYZ file:
```
75
C32H34BrF2N4OTi, DFT wB97M-V/def2-TZVPD
Ti 1.564 -0.505 -0.570
O 2.241 -1.374 -2.680
C 1.398 -0.811 -3.692
C 0.900 0.554 -3.324
C 0.626 1.493 -4.278
C -0.030 2.693 -3.934
C -0.443 2.824 -2.589
C -0.126 1.861 -1.674
N 0.637 0.743 -1.975
H 3.145 -1.043 -2.771
H 0.553 -1.498 -3.761
H 1.906 -0.789 -4.658
H 0.899 1.288 -5.308
H -0.248 3.451 -4.674
H -1.015 3.684 -2.262
H -0.434 1.958 -0.642
C 4.347 -3.383 1.402
C 3.869 -4.620 0.992
C 2.689 -4.685 0.281
C 1.988 -3.514 -0.014
N 2.493 -2.316 0.342
C 3.629 -2.263 1.040
C 0.681 -3.471 -0.695
C -0.036 -4.634 -0.979
C -1.275 -4.554 -1.597
C -1.790 -3.309 -1.937
C -1.062 -2.159 -1.650
C 0.179 -2.192 -1.010
H 5.261 -3.290 1.971
H 4.413 -5.526 1.231
H 2.308 -5.643 -0.042
H 3.968 -1.273 1.317
H 0.350 -5.612 -0.715
H -1.837 -5.455 -1.812
H -2.755 -3.238 -2.428
H -1.479 -1.200 -1.953
Br -0.041 -1.926 2.336
C 0.111 -0.243 3.199
C -0.462 -0.170 4.437
C -0.405 1.029 5.171
C 0.230 2.110 4.640
C 0.826 2.048 3.355
C 1.465 3.194 2.833
C 2.016 3.156 1.589
C 1.944 1.977 0.824
C 1.352 0.797 1.252
C 0.780 0.846 2.569
H -0.958 -1.039 4.847
H -0.861 1.079 6.152
H 0.290 3.042 5.192
H 1.495 4.096 3.436
H 2.494 4.038 1.176
H 2.362 2.032 -0.179
F 3.895 1.093 -1.971
C 3.786 0.135 -0.944
F 4.616 -0.923 -1.435
H 4.377 0.559 -0.120
C -3.973 3.459 0.442
C -3.792 1.948 0.353
C -4.817 1.252 1.259
C -3.974 1.488 -1.091
N -2.406 1.687 0.756
N -1.972 0.348 0.782
H -4.976 3.747 0.119
H -3.239 3.960 -0.190
H -3.834 3.806 1.470
H -5.835 1.511 0.959
H -4.676 1.556 2.300
H -4.724 0.166 1.201
H -4.975 1.744 -1.447
H -3.852 0.407 -1.173
H -3.230 1.964 -1.733
H -2.214 2.087 1.668
H -1.680 0.047 -0.139
H -2.655 -0.303 1.156
```

The value obtained for the HOMO-LUMO gap (spin up / spin down) is 4.359 / 7.623 eV. The multiplicity is 3. Its charge is -1. The value obtained for the strongest force on any atom is 0.585 eV/Å. As for the lowest unoccupied orbital energy (spin up / spin down): 2.634 / 2.633 eV. For the energy, the calculation gives -5157.270205 a.u.


Density functional theory data (wB97M-V/def2-TZVPD) for an isolated ion of composition C28H43Cl3F4N2O4P and charge +1.

XYZ file:
```
85
C28H43Cl3F4N2O4P, DFT wB97M-V/def2-TZVPD
H -0.179 -4.568 2.771
N 0.019 -3.985 3.586
C 0.393 -2.827 3.243
C 0.570 -2.444 1.760
C -0.610 -1.797 0.973
C -2.068 -1.712 1.516
C -2.714 -2.804 2.374
C -3.356 -3.917 1.861
C -3.971 -4.871 2.617
C -3.995 -4.759 3.987
C -3.411 -3.639 4.531
C -2.791 -2.678 3.769
C -2.241 -1.512 4.570
C -0.467 -2.491 -0.458
C -1.496 -3.527 -0.902
F -2.761 -3.064 -1.044
F -1.370 -4.585 -0.052
C -1.122 -4.146 -2.308
F -1.687 -3.394 -3.282
F -1.669 -5.379 -2.355
C -0.240 -1.419 -1.570
O 0.551 -1.794 -2.666
C 0.427 -0.188 -0.800
C -0.102 0.936 -1.769
C 0.293 2.413 -1.502
P 0.635 3.292 -3.099
O -0.312 2.674 -4.033
O 2.108 2.991 -3.676
C 3.131 3.998 -3.532
C 4.068 3.762 -2.329
O 0.266 4.862 -3.030
C 0.201 5.515 -1.745
C 1.506 5.571 -0.948
C 1.965 -0.245 -0.757
Cl 2.682 -1.889 -0.512
C 2.656 0.347 -2.048
C 4.126 -0.098 -2.195
N -0.346 -0.327 0.485
C -0.144 0.811 1.453
Cl 0.111 0.419 3.149
C -1.274 1.925 1.348
C -0.602 3.306 1.599
Cl -2.480 1.841 2.687
H 0.674 -2.088 3.994
H 1.367 -1.688 1.768
H 1.010 -3.323 1.297
H -2.186 -0.815 2.137
H -2.760 -1.527 0.679
H -3.405 -4.072 0.790
H -4.445 -5.731 2.153
H -4.484 -5.501 4.609
H -3.440 -3.537 5.613
H -1.214 -1.667 4.910
H -2.362 -0.555 4.061
H -2.830 -1.429 5.490
H 0.437 -3.089 -0.613
H -0.042 -4.238 -2.450
H -1.254 -1.225 -1.950
H 0.095 -1.464 -3.451
H 0.134 0.704 -2.806
H -1.197 0.870 -1.693
H 1.143 2.507 -0.818
H -0.594 2.933 -1.131
H 3.772 3.898 -4.414
H 2.767 5.026 -3.548
H 4.547 4.717 -2.089
H 3.504 3.478 -1.433
H 4.829 3.019 -2.571
H -0.634 5.157 -1.129
H -0.053 6.556 -1.964
H 2.318 5.944 -1.574
H 1.357 6.337 -0.175
H 1.751 4.649 -0.416
H 2.373 0.361 0.060
H 2.733 1.414 -1.838
H 2.099 0.130 -2.952
H 4.581 0.649 -2.860
H 4.677 -0.030 -1.255
H 4.233 -1.055 -2.703
H -1.285 -0.118 0.117
H 0.750 1.356 1.155
H -1.793 1.881 0.388
H -1.274 4.060 1.172
H -0.569 3.495 2.671
H 0.366 3.409 1.107
```

The value obtained for the HOMO-LUMO gap is 8.736 eV. Its charge is +1. As for the SMILES: [H]/N=C\C[C@]1(Cc2ccccc2C)[C@@H](C(F)(F)C(F)F)[C@H](O)[C@](CCP(=O)(OCC)OCC)([C@@H](Cl)CC)[N@@H+]1[C@H](Cl)[C@H](C)Cl. The value obtained for the strongest force on any atom is 3.112 eV/Å. As for the lowest unoccupied orbital energy: -2.555 eV. For the energy, the calculation gives -3624.319528 a.u.


Density functional theory data (wB97M-V/def2-TZVPD) for one molecule with the formula FHN6.

XYZ file:
```
8
FHN6, DFT wB97M-V/def2-TZVPD
H 1.157 1.828 0.354
N 0.349 1.222 0.548
N -0.499 1.254 -0.348
N -1.512 0.522 -0.511
N -1.386 -0.737 -0.650
N -0.234 -1.295 -0.437
N 0.448 -1.069 0.575
F 1.676 -1.725 0.468
```

The value obtained for the HOMO-LUMO gap is 9.054 eV. As for the SMILES: [H]/N=N/N=N\N=N\F. The value obtained for the strongest force on any atom is 4.249 eV/Å. As for the lowest unoccupied orbital energy: -1.159 eV. For the energy, the calculation gives -428.733680 a.u.